Entry from the Open Molecules 2025 dataset: a cluster of 8 separate species, C6H26O8 in total (the ωB97M-V functional and the def2-TZVPD basis).

Output
Net charge = 0
E_LUMO = 0.1 eV
Energy = -846.0582 hartree
Orbital gap = 10.578 eV
Energy above the lowest of the compared OMol25 structures with the same formula, charge and spin = 1.980 eV

Element x y z (Å)
C (1.24, -1.67, -1.64)
C (2.00, -0.40, -1.29)
C (1.11, 0.86, -1.14)
C (1.88, 2.00, -0.47)
C (-0.34, 0.50, -0.65)
C (-1.23, 1.55, -0.04)
O (-2.29, 1.88, -0.52)
H (0.58, -2.16, -0.90)
H (0.69, -1.52, -2.57)
H (1.93, -2.51, -1.77)
H (2.72, -0.39, -0.45)
H (2.70, -0.31, -2.14)
H (0.92, 1.17, -2.16)
H (1.74, 2.96, -1.00)
H (1.63, 2.17, 0.59)
H (2.93, 1.81, -0.40)
H (-0.95, 0.01, -1.41)
H (-0.10, -0.28, 0.11)
H (-0.88, 1.82, 0.95)
O (1.26, -0.39, 2.60)
H (0.58, -0.99, 2.25)
H (1.17, -0.38, 3.54)
O (-2.22, 2.51, 3.00)
H (-1.53, 3.15, 2.80)
H (-2.06, 1.94, 2.24)
O (0.09, 2.66, -3.51)
H (-0.55, 1.97, -3.72)
H (0.92, 2.29, -3.84)
O (-3.03, -1.56, 2.45)
H (-2.73, -1.22, 1.60)
H (-2.77, -2.48, 2.48)
O (-1.35, -3.57, 1.20)
H (-2.12, -3.64, 0.62)
H (-0.63, -3.22, 0.66)
O (-3.56, -0.47, -1.03)
H (-3.18, 0.31, -1.46)
H (-4.44, -0.16, -0.74)
O (3.47, -1.72, 1.73)
H (3.48, -0.78, 1.52)
H (2.91, -1.74, 2.49)

natural (NBO) population analysis, charges in e, atoms 1 to 5: -0.61 -0.40 -0.21 -0.62 -0.51

Entry from the Open Molecules 2025 dataset: the molecule C2H7N3OS (the ωB97M-V functional and the def2-TZVPD basis).

Output
Net charge = 0
E_LUMO = 0.8 eV
Energy = -718.0403 hartree
Orbital gap = 8.859 eV
Energy above the lowest of the compared OMol25 structures with the same formula, charge and spin = 0.969 eV

Element x y z (Å)
C (-0.72, 1.86, 0.12)
O (0.43, 1.10, -0.22)
C (0.40, -0.25, -0.09)
N (1.44, -0.97, -0.04)
S (3.00, -0.30, 0.02)
N (-0.87, -0.84, -0.02)
N (-0.94, -2.23, -0.02)
H (-0.36, 2.88, 0.23)
H (-1.17, 1.48, 1.05)
H (-1.46, 1.82, -0.66)
H (2.73, 1.02, -0.11)
H (-1.55, -0.45, -0.66)
H (-0.15, -2.59, -0.52)
H (-0.79, -2.53, 0.93)

natural (NBO) population analysis, charges in e, atoms 1 to 5: -0.25 -0.52 0.66 -0.71 0.18

Entry from the Open Molecules 2025 dataset: a cluster of 2 separate species, C4H9O2 in total (the ωB97M-V functional and the def2-TZVPD basis).

Output
Net charge = +1
E_LUMO (alpha / beta) = -6.0 / -4.5 eV
Energy = -307.7873 hartree
Orbital gap (alpha / beta) = 7.345 / 9.865 eV
Energy above the lowest of the compared OMol25 structures with the same formula, charge and spin = 5.565 eV

Element x y z (Å)
C (0.29, -0.23, -0.22)
C (2.41, -1.82, -1.04)
C (-1.97, 0.51, -0.89)
C (-0.16, 1.15, 1.74)
O (-0.63, -0.15, -1.05)
O (0.59, 0.17, 0.92)
H (2.72, -2.44, -0.18)
H (2.05, -2.44, -1.77)
H (2.54, -0.77, -0.99)
H (-2.41, 0.11, -1.86)
H (-1.75, 1.49, -0.66)
H (-2.63, 0.16, -0.18)
H (-1.28, 1.03, 1.90)
H (0.23, 1.09, 2.70)
H (0.02, 2.15, 1.58)

natural (NBO) population analysis, charges in e, atoms 1 to 5: 0.84 -0.30 -0.27 -0.32 -0.45

Q: What is the formula in the second record?
A: C2H7N3OS

Q: Which value of energy above the lowest of the compared OMol25 structures with the same formula, charge and spin does entry 1 give?
A: 1.980 eV

Q: Number 3 is which compound?
A: C4H9O2